# C35H44BaFN7O4S6Si

A structure of composition C35H44BaFN7O4S6Si (ωB97M-V/def2-TZVPD, OMol25).

Each line ends with the Mulliken charge.
Geometry (Å):
Ba (1.233090, -0.484097, -0.194121)  1.55
C (-0.704068, 4.996005, 3.275821)  -0.66
C (0.195761, 3.772462, 3.468154)  -0.88
S (0.199333, 2.591764, 2.129778)  0.02
C (-1.497673, 1.974941, 2.200756)  0.65
C (-2.567631, 2.748172, 1.416864)  -1.11
S (-2.039297, 3.213743, -0.245767)  -0.02
C (-2.220895, 5.013811, -0.320165)  -0.62
C (-2.053410, 5.873511, 0.929503)  -0.86
S (-0.433290, 5.918371, 1.736710)  -0.09
H (-0.547864, 5.685451, 4.108226)  0.49
H (-1.750059, 4.695289, 3.306215)  0.25
H (-0.085426, 3.272277, 4.399672)  0.34
H (1.236697, 4.085299, 3.577422)  0.44
H (-1.791782, 1.886049, 3.250461)  0.63
H (-1.446902, 0.951701, 1.825040)  -1.04
H (-2.896672, 3.635772, 1.950753)  0.43
H (-3.435594, 2.094323, 1.320774)  0.52
H (-3.205154, 5.254468, -0.731845)  0.38
H (-1.485613, 5.317371, -1.068687)  0.34
H (-2.797610, 5.627829, 1.686502)  0.41
H (-2.270806, 6.902047, 0.634243)  0.44
C (1.383216, -3.222779, -3.045989)  -1.20
C (2.412855, -2.131271, -3.136410)  0.46
C (3.535482, -2.240509, -3.925593)  -0.82
C (4.441224, -1.168968, -3.921223)  -0.47
C (4.197294, -0.047322, -3.179721)  -0.54
C (2.987140, 0.056088, -2.419570)  1.07
N (2.152134, -1.034689, -2.398994)  -0.30
N (2.612472, 1.125235, -1.687281)  0.01
Si (2.994192, 2.748815, -2.051226)  -0.44
C (4.651325, 3.312124, -1.378607)  -1.02
C (1.695957, 3.859583, -1.316006)  -0.65
C (2.990230, 3.077777, -3.894187)  -1.02
H (1.623841, -4.054860, -3.708048)  0.37
H (0.399911, -2.832270, -3.317339)  0.18
H (1.325459, -3.597435, -2.021214)  0.21
H (3.706927, -3.129706, -4.516840)  0.36
H (5.350345, -1.232048, -4.510618)  0.37
H (4.904448, 0.772530, -3.156382)  0.32
H (4.736781, 3.046872, -0.320207)  0.27
H (4.761085, 4.398371, -1.470882)  0.31
H (5.486287, 2.839881, -1.906324)  0.29
H (1.593476, 3.739173, -0.233802)  0.07
H (0.719984, 3.623813, -1.753482)  0.07
H (1.921138, 4.913782, -1.516621)  0.37
H (3.717276, 2.467819, -4.436049)  0.32
H (3.207278, 4.131953, -4.097931)  0.34
H (2.000087, 2.847467, -4.301177)  0.29
F (3.914454, -0.886175, 5.969649)  -0.32
C (4.627465, -1.401171, 4.958378)  0.27
C (4.045708, -1.977958, 3.910209)  -0.18
N (4.761565, -2.529246, 2.868998)  0.18
C (4.041552, -3.116462, 1.738765)  -1.12
C (3.048898, -2.168994, 1.090843)  1.39
O (2.252739, -2.709684, 0.284503)  -0.91
O (3.092577, -0.943040, 1.399667)  -1.02
C (6.133829, -2.462861, 2.831396)  0.50
O (6.822130, -2.911211, 1.937264)  -0.66
N (6.699612, -1.834131, 3.931057)  -0.06
C (6.073258, -1.287531, 5.043592)  0.21
O (6.704587, -0.781890, 5.948524)  -0.66
H (2.967328, -2.029524, 3.834985)  0.62
H (3.509245, -4.013877, 2.052903)  0.27
H (4.786076, -3.402835, 1.000599)  0.38
H (7.706809, -1.773569, 3.912981)  0.22
C (-2.374964, -1.575746, -0.301899)  -0.27
C (-2.038831, -1.463565, 1.158249)  -0.09
C (-2.840638, -1.744552, 2.249160)  -0.74
C (-2.031477, -1.509581, 3.400432)  -1.19
C (-0.798407, -1.101181, 2.924587)  0.22
C (0.398235, -0.691413, 3.738638)  -0.78
N (-0.790077, -1.059817, 1.551657)  0.27
H (-3.391966, -1.947273, -0.436697)  -0.16
H (-1.720497, -2.281940, -0.828668)  0.24
H (-2.317129, -0.631680, -0.851626)  0.08
H (-3.862368, -2.099789, 2.215034)  0.54
H (-2.309375, -1.635325, 4.439669)  0.44
H (0.640160, -1.444477, 4.498121)  0.43
H (0.248417, 0.254963, 4.270575)  0.05
H (1.285712, -0.547020, 3.118831)  0.00
S (-4.786583, -5.112815, -4.773808)  -0.44
C (-4.399341, -3.535489, -4.305304)  0.26
S (-2.935900, -2.758851, -4.756479)  -0.16
C (-3.293172, -1.330478, -3.813500)  0.08
N (-4.431383, -1.453476, -3.177201)  -0.80
N (-5.024483, -2.690540, -3.467885)  0.58
C (-6.229130, -2.933012, -2.738671)  0.28
C (-7.287065, -3.633399, -3.298996)  -0.47
C (-8.446907, -3.827639, -2.557094)  -0.58
C (-8.558914, -3.326629, -1.268452)  -0.42
C (-7.496730, -2.612390, -0.724734)  -0.70
C (-6.336701, -2.409364, -1.453871)  -0.12
S (-2.197288, -0.023641, -3.791349)  -0.33
H (-7.197121, -4.025810, -4.299766)  0.33
H (-9.267143, -4.378012, -3.002483)  0.34
H (-9.463738, -3.485228, -0.695003)  0.36
H (-7.564202, -2.208833, 0.277964)  0.36
H (-5.511805, -1.841822, -1.048327)  0.46

Force components x, y, z for each atom (eV/Å):
Ba -2.603 1.469 1.016
C -0.038 -0.069 0.085
C 0.096 0.270 0.094
S -0.169 -0.280 -0.129
C -0.108 0.070 -0.037
C -0.030 -0.033 0.135
S 0.089 -0.127 -0.100
C 0.004 0.143 -0.001
C -0.115 -0.006 -0.013
S 0.162 0.011 -0.042
H 0.007 -0.009 0.017
H 0.003 -0.002 0.005
H -0.004 0.013 0.013
H -0.014 0.032 -0.011
H -0.003 -0.015 -0.014
H 0.033 0.065 -0.041
H -0.018 0.038 -0.013
H -0.014 -0.001 0.024
H -0.018 -0.015 0.003
H 0.018 -0.003 0.031
H -0.011 -0.021 0.004
H 0.022 0.022 -0.018
C 0.010 0.008 0.001
C -0.138 0.270 0.251
C 0.119 0.062 -0.038
C 0.004 -0.099 -0.051
C -0.143 0.051 0.095
C 0.002 0.108 -0.119
N 0.886 -0.201 -1.661
N 0.385 -0.101 -0.834
Si -0.037 -0.343 0.100
C 0.270 0.066 0.109
C -0.213 0.135 0.128
C -0.032 0.035 -0.287
H 0.011 0.014 0.006
H 0.010 0.023 0.003
H 0.018 0.024 -0.002
H 0.017 0.014 -0.005
H 0.007 -0.004 0.002
H -0.025 -0.012 0.001
H 0.008 0.035 -0.043
H 0.032 -0.050 0.010
H -0.024 0.026 0.038
H -0.004 0.009 -0.046
H 0.044 0.040 0.037
H -0.025 -0.060 0.000
H -0.021 0.041 0.017
H -0.015 -0.036 -0.014
H 0.064 0.029 0.002
F -0.040 -0.015 -0.014
C 0.369 0.093 0.177
C -0.263 -0.172 -0.341
N -0.108 0.011 0.022
C 0.287 -0.137 0.296
C -0.028 0.105 0.065
O 0.751 -0.468 0.415
O 0.651 -0.844 0.346
C -0.059 0.077 0.014
O 0.021 -0.027 0.022
N 0.060 -0.043 0.008
C -0.123 0.075 0.029
O 0.073 -0.013 0.012
H 0.021 -0.016 -0.039
H 0.002 -0.016 0.031
H -0.016 -0.010 -0.029
H -0.016 -0.005 -0.001
C -0.060 -0.081 0.023
C 0.091 0.090 -0.279
C 0.127 0.070 0.161
C -0.114 -0.025 -0.150
C 0.094 -0.018 -0.056
C 0.046 -0.039 0.052
N -0.262 -0.248 0.525
H 0.034 0.007 0.030
H 0.019 -0.002 0.057
H 0.010 0.047 0.047
H 0.024 0.007 0.014
H 0.001 0.004 -0.025
H -0.021 0.007 -0.005
H -0.042 -0.011 -0.013
H -0.052 -0.029 -0.073
S -0.075 0.313 0.042
C 0.070 -0.292 0.296
S 0.402 -0.164 -0.526
C 0.006 0.381 0.344
N 0.138 -0.197 -0.281
N -0.453 0.233 0.295
C 0.182 0.024 -0.154
C -0.117 -0.028 0.035
C 0.061 -0.009 -0.058
C 0.106 0.040 -0.043
C -0.025 -0.023 -0.010
C -0.005 -0.021 0.031
S -0.218 -0.245 -0.014
H 0.002 -0.012 0.006
H -0.005 0.005 0.017
H -0.003 -0.001 0.005
H -0.011 -0.005 -0.002
H -0.029 -0.006 -0.008

Computed properties:
HOMO: -2.231 eV
LUMO energy: 3.45 eV
total charge: -2
energy relative to the best compared isomer or geometry (same formula, charge and spin): 99.1 kJ/mol
spin multiplicity: 1
gap between HOMO and LUMO: 5.68 eV